The following is a DFT calculation (wB97M-V/def2-TZVPD) of a cluster of 6 separate species, C27H34ClF5O17 in total in a non-equilibrium geometry.

```
84
Properties=species:S:1:pos:R:3:forces:R:3:mulliken_charge:R:1
O 3.565 -0.070 0.609 -0.246 0.689 -0.698 -0.539
C 3.169 0.851 -0.060 -0.228 0.958 -0.999 0.113
C 1.643 1.177 -0.256 0.369 0.510 -1.033 -0.020
C 1.256 1.630 -1.479 0.009 -0.397 0.180 -0.237
C -0.209 2.044 -1.828 1.351 0.957 -0.548 1.115
F -0.102 3.309 -2.425 -0.234 -1.328 0.747 -0.325
F -0.800 1.239 -2.775 0.543 0.693 1.552 -0.178
C -1.144 2.252 -0.572 -1.703 0.719 -1.135 0.341
F -1.546 1.045 -0.078 0.831 1.443 -0.004 -0.202
F -2.278 2.892 -1.031 1.274 -0.917 0.672 -0.235
F -0.600 3.077 0.359 -0.432 -1.579 -0.861 -0.200
C 2.297 1.799 -2.650 0.699 0.260 1.005 0.110
O 2.040 1.526 -3.791 -0.040 0.337 0.490 -0.485
C 3.703 2.306 -2.178 0.655 -0.016 1.249 0.556
C 4.500 3.221 -2.975 0.502 -1.025 2.318 -0.690
C 5.780 3.654 -2.403 -1.487 -1.474 0.786 0.141
Cl 6.731 4.819 -3.365 -0.595 -0.994 1.016 -0.190
C 6.240 3.141 -1.101 -1.357 -0.153 -0.715 -0.458
C 5.426 2.210 -0.295 -0.748 0.922 -2.595 -0.598
C 4.132 1.800 -0.852 0.930 1.113 -0.675 0.206
H 0.907 1.078 0.579 0.979 -0.227 -0.678 0.488
H 4.086 3.562 -3.947 0.642 -0.180 0.822 0.434
H 7.227 3.510 -0.723 -1.122 -0.461 -0.368 0.350
H 5.795 1.855 0.699 -0.480 0.328 -1.135 0.399
C -2.801 -0.279 -4.029 0.208 0.111 0.248 -0.608
O -3.587 -1.070 -4.922 -0.126 0.029 -0.175 -0.345
C -4.038 -0.401 -5.987 -0.018 -0.227 0.081 0.761
O -3.833 0.761 -6.229 -0.061 -0.102 -0.007 -0.536
O -4.755 -1.246 -6.737 0.117 0.082 0.145 -0.348
C -5.302 -0.661 -7.918 -0.179 0.076 -0.336 -0.630
H -2.490 -0.920 -3.206 -0.149 -0.158 -0.176 0.291
H -1.910 0.096 -4.531 -0.174 0.070 -0.049 0.329
H -3.391 0.544 -3.624 0.077 0.038 -0.148 0.291
H -4.507 -0.301 -8.573 -0.051 0.111 0.123 0.287
H -5.988 0.149 -7.664 0.164 0.044 -0.012 0.295
H -5.859 -1.436 -8.441 0.105 -0.110 0.227 0.224
C 1.355 -3.483 5.668 -0.140 -0.379 0.100 -0.709
O 1.746 -2.115 5.545 0.060 0.139 -0.081 -0.277
C 2.542 -1.862 4.499 -0.034 0.141 0.104 0.748
O 2.930 -2.671 3.697 -0.003 0.078 0.055 -0.557
O 2.830 -0.556 4.505 -0.080 -0.122 0.193 -0.354
C 3.681 -0.136 3.435 0.064 0.106 -0.174 -0.554
H 0.715 -3.565 6.546 0.064 0.265 -0.030 0.218
H 0.786 -3.802 4.794 0.172 -0.010 -0.011 0.307
H 2.227 -4.122 5.814 -0.041 0.029 -0.187 0.353
H 3.208 -0.318 2.471 0.143 -0.211 0.512 0.273
H 4.646 -0.641 3.491 -0.117 -0.090 -0.085 0.328
H 3.845 0.936 3.543 -0.159 -0.061 0.254 0.274
C -5.448 7.482 -2.287 -0.007 0.291 0.211 -0.615
O -5.758 6.320 -3.053 0.069 -0.098 -0.083 -0.331
C -4.702 5.768 -3.666 -0.126 -0.146 -0.070 0.817
O -3.568 6.168 -3.615 -0.161 -0.012 0.022 -0.544
O -5.129 4.697 -4.343 -0.018 0.233 0.167 -0.320
C -4.100 4.002 -5.051 0.188 -0.316 -0.277 -0.324
H -6.374 7.839 -1.840 -0.058 -0.220 -0.145 0.217
H -4.747 7.240 -1.487 0.077 0.042 -0.152 0.283
H -5.045 8.269 -2.926 0.121 -0.111 0.063 0.288
H -3.347 3.622 -4.361 0.026 0.160 -0.054 0.066
H -3.644 4.650 -5.801 0.073 0.028 0.176 0.309
H -4.560 3.157 -5.560 -0.153 0.111 0.153 0.166
C -1.091 -0.156 6.263 0.260 0.202 0.293 -0.576
O -1.878 -0.950 5.374 -0.108 0.004 -0.172 -0.334
C -2.337 -0.290 4.305 0.002 -0.169 0.083 0.820
O -2.143 0.871 4.051 -0.017 -0.159 -0.009 -0.556
O -3.052 -1.148 3.567 0.110 0.052 0.141 -0.342
C -3.611 -0.578 2.384 -0.193 0.063 -0.318 -0.284
H -0.775 -0.795 7.086 -0.131 -0.163 -0.191 0.196
H -0.201 0.221 5.758 -0.123 0.057 -0.008 0.235
H -1.681 0.666 6.670 0.047 0.023 -0.167 0.350
H -2.824 -0.219 1.721 -0.056 0.114 0.123 -0.029
H -4.301 0.228 2.634 0.167 0.050 -0.017 0.300
H -4.165 -1.363 1.871 0.105 -0.107 0.225 0.244
C 2.194 -9.322 4.734 -0.144 -0.323 0.102 -0.644
O 2.586 -7.956 4.605 0.080 0.097 -0.085 -0.288
C 3.385 -7.711 3.557 0.006 0.189 0.043 0.744
O 3.772 -8.525 2.759 -0.076 0.070 0.131 -0.542
O 3.674 -6.406 3.554 -0.098 -0.203 0.100 -0.211
C 4.525 -5.996 2.483 0.255 0.275 -0.262 -0.641
H 1.554 -9.399 5.611 0.075 0.258 -0.025 0.214
H 1.626 -9.643 3.860 0.174 -0.017 -0.016 0.293
H 3.065 -9.961 4.883 -0.042 0.030 -0.168 0.292
H 4.050 -6.185 1.520 0.079 -0.142 0.075 0.322
H 5.490 -6.503 2.543 -0.137 -0.116 -0.077 0.311
H 4.690 -4.925 2.583 -0.221 -0.071 0.225 0.155
```
Positions in Å, forces in eV/Å.

The SMILES is O=C1C=C(C(F)(F)C(F)(F)F)C(=O)c2cc(Cl)ccc21.COC(=O)OC.COC(=O)OC.COC(=O)OC.COC(=O)OC.COC(=O)OC. The highest occupied orbital energy comes out at -0.3649 Ha. The calculation puts the HOMO-LUMO gap at 8.3 eV.

The following is a DFT calculation (wB97M-V/def2-TZVPD) of the ion C6H12NOS with charge +1 in a non-equilibrium geometry.

```
21
Properties=species:S:1:pos:R:3:forces:R:3:mulliken_charge:R:1
C -0.198 0.049 2.148 0.856 -1.822 -1.874 -1.059
N 0.167 0.735 0.859 -1.747 0.597 -0.172 -0.066
C 1.449 1.439 1.172 2.270 -0.977 -0.266 -0.942
C 0.164 -0.230 -0.298 0.354 0.257 -2.166 0.365
O 1.159 -1.157 0.000 -0.395 -0.904 -2.120 -0.580
C -1.197 -0.959 -0.719 2.091 0.798 0.941 -0.821
C -1.348 -0.930 -2.224 0.383 -0.093 1.480 -0.527
C -0.504 -0.141 -2.871 -0.343 -0.022 1.890 -0.280
S 0.595 0.793 -1.808 -0.203 -0.203 -0.301 -0.118
H 0.781 -0.308 2.515 -1.138 -0.593 0.084 0.397
H -0.567 0.786 2.721 -0.903 2.636 2.463 0.496
H -1.045 -0.628 2.030 0.625 -0.523 -0.204 0.360
H -0.541 1.516 0.585 1.286 -1.838 0.662 0.520
H 2.402 0.993 0.709 -1.812 0.028 0.749 0.300
H 1.382 2.386 0.755 -0.115 1.942 -0.731 0.447
H 1.578 1.544 2.264 -0.168 -0.178 -0.700 0.387
H 1.186 -1.711 -0.863 0.417 0.961 2.178 0.470
H -1.957 -0.545 -0.088 -1.101 0.221 -0.133 0.360
H -0.958 -1.935 -0.331 -0.575 -0.765 -0.004 0.427
H -2.021 -1.652 -2.643 -0.263 0.092 -0.471 0.397
H -0.527 -0.046 -3.913 0.481 0.385 -1.307 0.469
```
Positions in Å, forces in eV/Å.

The SMILES is C[NH+](C)[C@@]1(O)CC=CS1. For the relative energy (zero: lowest compared OMol25 entry of this formula, charge and spin), the calculation gives 31.3 kcal per mole. The highest occupied orbital energy comes out at -0.4651 Ha. The calculation puts the HOMO-LUMO gap at 9.5 eV. The charge is +1.

The following is a DFT calculation (wB97M-V/def2-TZVPD) of a structure of composition C28H28Cl2IrN6O2S5.

```
72
Properties=species:S:1:pos:R:3:forces:R:3:mulliken_spin:R:1
Ir 0.353 0.540 0.355 0.878 -0.284 0.242 0.199
S -1.942 0.446 -5.007 0.012 0.010 -0.005 0.000
C -2.916 0.186 -6.381 -0.004 -0.003 -0.006 0.000
C -4.071 -0.464 -6.072 0.003 0.008 0.000 0.000
C -4.172 -0.757 -4.690 -0.024 -0.007 -0.009 0.000
C -3.088 -0.326 -3.972 0.002 -0.008 0.038 0.000
C -2.861 -0.445 -2.532 -0.077 -0.082 0.091 0.000
C -1.672 0.051 -1.963 0.052 -0.060 0.014 -0.001
N -1.424 0.001 -0.668 0.012 0.342 0.000 0.016
C -2.343 -0.531 0.173 0.080 0.048 0.027 0.003
C -3.552 -1.046 -0.289 -0.044 -0.015 -0.003 0.001
C -4.496 -1.541 0.679 0.039 0.006 0.101 -0.001
C -4.232 -1.480 2.004 0.003 -0.003 -0.090 0.000
C -2.992 -0.936 2.495 -0.063 -0.007 0.021 -0.009
C -2.680 -0.809 3.855 0.072 -0.018 0.010 0.008
C -1.474 -0.255 4.252 -0.069 -0.053 -0.043 0.001
C -0.578 0.142 3.241 0.008 -0.080 0.059 -0.017
N -0.842 0.009 1.953 -0.026 -0.042 -0.128 0.014
C -2.047 -0.499 1.569 0.020 0.057 -0.083 0.016
C -1.100 -0.072 5.652 -0.017 0.005 0.002 0.001
C 0.156 0.114 6.170 0.026 -0.012 0.002 0.000
C 0.154 0.252 7.578 -0.014 -0.006 0.000 0.000
C -1.101 0.170 8.102 0.006 0.000 0.006 0.000
S -2.283 -0.072 6.901 -0.005 0.010 0.001 0.000
C -3.791 -1.003 -1.668 0.069 0.018 -0.090 0.000
H -2.583 0.527 -7.348 0.000 -0.002 0.001 0.000
H -4.823 -0.724 -6.802 -0.002 -0.001 -0.002 0.000
H -5.020 -1.268 -4.258 0.005 -0.001 0.001 0.000
H -0.912 0.526 -2.574 -0.016 -0.077 0.042 -0.005
H -5.435 -1.946 0.324 0.002 -0.002 0.006 0.000
H -4.956 -1.837 2.725 -0.003 0.009 -0.006 0.000
H -3.391 -1.157 4.595 0.000 0.014 0.001 0.000
H 0.381 0.571 3.495 -0.009 0.021 -0.011 -0.002
H 1.060 0.125 5.578 -0.008 0.004 -0.003 0.000
H 1.041 0.399 8.175 0.000 0.001 0.000 0.000
H -1.394 0.244 9.137 0.001 0.003 -0.001 0.000
H -4.731 -1.384 -2.047 0.009 -0.002 -0.002 0.000
N 1.066 -1.435 -0.195 -0.253 -0.038 0.042 0.003
C 1.703 -1.425 -1.553 0.061 -0.085 0.094 -0.001
C 2.995 -2.252 -1.597 -0.011 0.053 0.057 -0.001
C 4.137 -1.809 -0.647 -0.009 -0.071 -0.049 -0.002
C 5.324 -1.105 -1.316 -0.039 0.025 -0.039 0.001
N 5.037 0.259 -1.757 -0.080 0.036 0.050 -0.001
C 4.982 1.334 -0.972 0.019 -0.027 -0.158 0.000
N 5.627 1.369 0.193 0.010 0.105 0.163 0.000
N 4.294 2.400 -1.382 -0.063 -0.058 0.071 0.001
C 1.903 0.006 -2.044 0.037 0.024 -0.029 0.007
O 2.540 0.211 -3.061 0.136 -0.002 -0.034 0.000
O 1.354 0.954 -1.361 -0.047 0.124 0.070 -0.004
H 1.765 -1.696 0.497 -0.044 -0.020 -0.002 0.000
H 0.348 -2.153 -0.149 -0.002 -0.032 -0.067 0.001
H 0.989 -1.868 -2.251 0.012 -0.006 0.031 0.001
H 3.339 -2.245 -2.631 -0.008 0.014 -0.015 0.000
H 2.725 -3.287 -1.378 0.016 0.004 0.010 0.000
H 4.542 -2.694 -0.154 -0.023 0.009 -0.023 0.000
H 3.772 -1.162 0.157 -0.027 0.051 0.048 -0.001
H 5.632 -1.656 -2.204 0.027 -0.001 0.002 0.000
H 6.189 -1.108 -0.652 -0.043 0.016 0.017 0.000
H 4.515 0.333 -2.622 -0.052 0.008 0.003 0.000
H 6.324 0.682 0.423 -0.025 0.034 0.004 0.000
H 5.501 2.144 0.829 0.032 -0.137 -0.100 0.001
H 3.597 2.296 -2.105 0.003 -0.023 -0.008 0.001
H 4.325 3.266 -0.869 0.025 -0.054 -0.054 0.001
S 2.852 3.724 2.348 0.074 0.173 0.041 0.307
C 1.986 2.525 1.697 -0.128 -0.091 -0.194 -0.099
S 2.289 0.828 1.631 0.091 0.001 -0.048 -0.051
S 0.480 2.756 0.808 -0.579 -0.130 -0.041 0.610
Cl -4.235 2.299 -0.892 -0.027 0.061 0.041 0.000
C -3.344 3.062 -2.214 -0.030 0.019 0.033 0.001
Cl -1.607 3.157 -1.860 0.024 0.220 -0.096 0.003
H -3.716 4.071 -2.342 0.003 0.008 -0.001 0.000
H -3.475 2.468 -3.112 0.004 0.001 -0.008 0.000
```
Positions in Å, forces in eV/Å.

The spin multiplicity is 2. The expectation value of S² is 0.7837. For the relative energy (zero: lowest compared OMol25 entry of this formula, charge and spin), the calculation gives 11.1 kcal per mole. The highest occupied orbital energy (spin up / spin down) comes out at -0.4686 / -0.4686 Ha. The calculation puts the HOMO-LUMO gap (spin up / spin down) at 6.9 / 4.3 eV. The charge is +2.

The following is a DFT calculation (wB97M-V/def2-TZVPD) of the ion C2H5N2 with charge +1 in a non-equilibrium geometry.

```
9
Properties=species:S:1:pos:R:3:forces:R:3:mulliken_charge:R:1
C 1.571 1.090 -0.864 -1.760 -1.529 1.780 0.020
N 0.918 0.336 -0.259 1.749 0.258 -1.411 0.118
N 0.203 -0.638 0.240 1.389 1.405 -1.168 -0.204
C -1.216 -0.384 0.382 1.598 0.982 0.575 -0.669
H 2.162 1.920 -1.208 0.045 -0.046 -0.038 0.517
H 0.680 -1.470 0.539 0.373 -0.028 0.058 0.285
H -1.533 0.132 -0.485 -0.780 -0.212 -1.285 0.316
H -1.548 -1.384 0.521 -1.490 -0.213 0.535 0.312
H -1.236 0.397 1.133 -1.124 -0.616 0.954 0.304
```
Positions in Å, forces in eV/Å.

The SMILES is C#[N+]NC. For the relative energy (zero: lowest compared OMol25 entry of this formula, charge and spin), the calculation gives 49.9 kcal per mole. The highest occupied orbital energy comes out at -0.5644 Ha. The calculation puts the HOMO-LUMO gap at 10.6 eV. The charge is +1.

The following is a DFT calculation (wB97M-V/def2-TZVPD) of an isolated molecule of C5H10O in a non-equilibrium geometry.

```
16
Properties=species:S:1:pos:R:3:forces:R:3:mulliken_charge:R:1
C -1.835 0.556 0.199 -0.202 0.120 -0.041 -1.079
C -0.939 -0.587 -0.257 -0.141 0.141 -0.180 -0.401
C 0.352 -0.490 0.473 -0.409 0.430 -0.136 -0.092
C 1.800 -0.951 -0.061 -1.422 -0.306 -0.391 -1.010
C 1.406 0.472 0.143 -0.089 0.207 0.500 -0.078
O 1.213 1.105 -1.102 0.275 0.353 0.096 -0.523
H -1.329 1.515 0.029 -0.190 -0.099 0.013 0.272
H -2.042 0.485 1.274 -0.013 0.003 -0.185 0.303
H -2.783 0.565 -0.340 -0.045 0.072 0.070 0.334
H -1.423 -1.556 -0.068 0.144 0.190 -0.041 0.289
H -0.723 -0.530 -1.325 -0.199 0.054 0.008 0.246
H 0.290 -0.662 1.559 -0.001 -0.248 -0.493 0.409
H 1.549 -1.756 0.601 2.420 -0.559 0.824 0.451
H 1.940 -1.197 -1.110 -0.474 -0.127 0.122 0.240
H 1.828 1.129 0.896 0.203 -0.058 0.057 0.304
H 0.696 1.900 -0.912 0.143 -0.175 -0.223 0.334
```
Positions in Å, forces in eV/Å.

The SMILES is CC[C@H]1C[C@H]1O. For the relative energy (zero: lowest compared OMol25 entry of this formula, charge and spin), the calculation gives 64.2 kcal per mole. The highest occupied orbital energy comes out at -0.3198 Ha. The calculation puts the HOMO-LUMO gap at 9.6 eV.